# C4H9N2

A 2-piece molecular cluster, C4H9N2 overall in a non-equilibrium geometry (ωB97M-V/def2-TZVPD, OMol25).

Its total charge is +1. Its orbital gap is 8.30 eV. As for the spin multiplicity: 1. For the total energy, the calculation gives -7262.4373 eV. The energy relative to the best compared isomer or geometry (same formula, charge and spin) is 131.55 kcal per mole. The value obtained for the highest occupied orbital energy is -0.5716 Ha.

Atoms and positions in Å:
N 1.423929 -0.100489 -0.528341
N -0.733998 -0.315151 0.130840
C -1.777593 -0.016962 -0.145639
C 1.959465 -1.280795 -0.122739
C 1.565643 1.110145 0.154015
C -3.206810 0.100366 -0.149465
H 0.606944 1.582023 0.178068
H 2.996272 -1.335738 -0.442021
H -3.414335 1.073105 -0.700982
H 2.162130 2.030574 -0.462547
H 2.056075 -1.335247 1.020472
H -3.429969 0.275068 0.960890
H 2.018338 1.098733 1.243181
H -3.715950 -0.734504 -0.464329
H 1.489856 -2.151122 -0.671407

Cartesian forces, eV/Å:
-0.253 1.879 -1.346
4.236 -0.825 0.337
-3.253 -0.595 -0.175
-0.844 -1.688 2.161
2.964 1.874 1.632
0.522 4.442 1.794
-0.689 0.347 -0.058
0.731 0.565 -0.509
-0.437 -1.417 0.560
-1.265 -2.894 0.887
-0.209 -0.352 -1.408
-0.047 -0.144 -1.529
-0.808 -0.302 -2.120
-1.012 -1.799 -1.093
0.363 0.909 0.867

# C5H11NO

A 2-piece molecular cluster, C5H11NO overall in a non-equilibrium geometry (ωB97M-V/def2-TZVPD, OMol25).

Its total charge is 0. Its orbital gap is 8.66 eV. As for the spin multiplicity: 1. For the total energy, the calculation gives -8898.6577 eV. The energy relative to the best compared isomer or geometry (same formula, charge and spin) is 70.10 kcal per mole. The value obtained for the highest occupied orbital energy is -0.2861 Ha.

Atoms and positions in Å:
O 2.573521 -3.498239 1.948320
N -0.424616 -1.332305 -0.849378
C -0.466030 0.954960 -0.063811
C -0.462750 -0.537038 0.287045
C -0.849261 2.895226 -1.428676
C -0.746685 1.384825 -1.309125
C -0.262419 -0.881536 1.585590
H 0.196557 -0.142250 2.221312
H -0.711234 -1.775041 2.001066
H 0.055008 -0.981144 -1.649227
H -0.708935 3.357666 -0.434841
H 0.040620 1.614566 0.642743
H -1.823260 3.268170 -1.746437
H -0.153939 3.367946 -2.135066
H 2.694474 -2.762003 2.550818
H 3.414370 -3.777472 1.567694
H -1.240956 0.864835 -2.123738
H -1.124466 -2.021166 -1.064289

Cartesian forces, eV/Å:
-0.365 -0.439 -0.236
-1.181 -1.375 0.176
1.651 -2.483 -1.024
1.490 2.195 0.044
0.329 0.756 0.129
-1.105 2.079 1.368
-1.173 0.063 -0.994
-0.793 0.335 0.424
0.974 -0.471 0.003
-0.119 0.468 -0.165
0.213 -0.150 -0.499
-0.644 0.039 0.012
-0.267 -0.423 -0.126
0.113 -0.287 0.123
0.408 0.010 -0.123
-0.051 0.413 0.351
0.444 -0.605 0.296
0.077 -0.125 0.241

# C26H40BrNOP2Pt

C26H40BrNOP2Pt as an isolated structure in a non-equilibrium geometry (ωB97M-V/def2-TZVPD, OMol25).

Its total charge is +4. Its orbital gap (alpha / beta) is 7.82 / 5.02 eV. As for the spin multiplicity: 5. For the total energy, the calculation gives -122969.9032 eV. Its expectation value of S² is 6.09. The energy relative to the best compared isomer or geometry (same formula, charge and spin) is 6.81 kcal per mole. The value obtained for the highest occupied orbital energy (alpha / beta) is -0.7336 / -0.7363 Ha.

Atoms and positions in Å:
Pt 1.024491 -0.056570 1.540684
Br 1.640077 -1.310011 3.685159
P -0.306365 -1.964706 0.999248
P 4.795310 -0.592681 0.834777
O 0.964233 2.095362 3.691083
N -7.009682 5.021639 -3.929144
C -1.429168 -4.425919 1.888689
C 1.023865 1.321573 2.834254
C 3.959882 0.949634 1.353225
C 0.108605 1.172363 0.268769
C -1.822305 1.927737 -1.469141
C 4.451377 -1.953275 1.991389
C -5.640341 4.894797 -1.970263
C -2.985378 -1.240575 1.508499
C -3.717284 3.368573 -1.828956
C -4.850375 3.889785 -2.560839
C -2.833378 2.451774 -2.322701
C -0.559375 -3.234465 2.300338
C -2.054971 2.028418 -0.073036
C 4.917115 2.133124 1.161719
C -5.186334 3.453598 -3.863766
C -1.004560 1.832464 0.798161
C 0.405265 1.072748 -1.096788
C 0.544593 -2.860867 -0.350266
C 4.021405 -1.131058 -0.725634
C 5.182741 -1.831735 3.337160
C -6.289123 4.051504 -4.501129
C -0.607917 1.420823 -1.982262
C 4.884599 -2.150901 -1.486614
C -0.054317 -2.725367 -1.747621
C -6.710417 5.435242 -2.692107
C -1.991206 -1.572749 0.390940
H -1.105356 2.070311 1.851293
H -0.480350 1.327890 -3.060535
H -2.332831 -2.447159 -0.183641
H 3.884378 -0.225996 -1.336485
H -4.608058 2.695700 -4.382485
H -0.976724 -2.729058 3.182911
H -2.514101 -0.722032 2.355377
H -3.036045 2.306826 0.319295
H -1.361839 -4.653810 0.815948
H -1.905097 -0.737662 -0.322824
H 4.466378 3.047820 1.560238
H -6.580918 3.726781 -5.506613
H 4.915446 -3.116545 -0.965027
H -1.093900 -5.314272 2.438993
H 3.026210 -1.528183 -0.481389
H 3.698401 0.832357 2.413701
H -1.082261 -3.109483 -1.796448
H 5.849398 1.941986 1.706938
H -3.774467 -0.582735 1.119607
H 5.237747 -0.789020 3.678492
H -2.832672 2.189851 -3.380533
H 1.377334 0.695752 -1.398517
H -0.049862 -1.686239 -2.103955
H 3.356658 -1.986987 2.147503
H -2.482166 -4.257942 2.150088
H 0.447784 -3.568536 2.589310
H -7.331014 6.218529 -2.248139
H -3.474260 -2.151968 1.881963
H 6.208715 -2.218415 3.250271
H 4.670123 -2.430505 4.102546
H 5.913370 -1.785986 -1.603130
H 5.144669 2.283014 0.099328
H 1.586695 -2.515229 -0.348149
H -5.421154 5.265486 -0.970807
H 0.562722 -3.912990 -0.032815
H 4.752580 -2.892280 1.502480
H 3.020827 1.068336 0.767214
H 4.472982 -2.309064 -2.491074
H 0.551496 -3.319915 -2.445422
H -3.571925 3.851095 -0.859302

Cartesian forces, eV/Å:
-0.254 -1.199 1.490
-0.090 0.321 -0.531
-1.461 -1.256 -0.361
-1.777 -0.890 0.021
0.100 -2.755 -3.196
3.461 -1.904 2.359
-0.309 -0.003 -0.273
0.015 3.770 4.184
0.479 -0.050 0.299
0.945 -0.807 0.125
-0.936 0.217 -0.199
0.933 -0.418 0.256
0.016 -0.418 -0.813
-0.232 0.065 0.175
-0.374 0.442 -0.088
-0.626 0.408 -0.887
0.356 -0.090 0.031
0.418 0.363 0.694
0.830 0.531 1.250
-0.052 0.336 -0.027
-0.660 1.014 0.667
-1.476 0.237 -0.792
-1.210 0.493 -0.838
0.567 0.089 -0.193
0.813 0.589 -0.602
0.195 -0.031 0.151
-0.691 -0.216 -1.585
1.280 -0.366 0.013
-0.027 -0.220 -0.091
-0.096 0.008 -0.282
-1.408 1.224 0.020
0.212 0.457 -0.083
-0.162 -0.260 -0.106
0.031 0.050 0.208
0.212 0.189 0.178
0.013 -0.173 0.087
-0.404 0.148 -0.143
0.141 -0.124 -0.185
-0.139 -0.112 -0.144
0.431 -0.047 -0.176
-0.063 -0.074 0.259
0.027 -0.328 0.117
0.160 -0.129 -0.128
0.034 0.152 0.239
0.030 0.230 -0.185
-0.074 0.242 -0.157
0.268 0.145 0.166
0.188 -0.009 -0.143
0.358 0.104 -0.010
-0.175 0.173 -0.151
0.174 -0.245 0.128
-0.051 -0.275 0.090
0.017 -0.031 0.239
-0.248 -0.044 -0.274
-0.027 -0.240 0.076
0.490 0.233 -0.427
0.308 -0.055 -0.184
-0.211 0.110 -0.109
0.073 -0.114 -0.155
0.212 0.374 -0.026
-0.332 0.209 0.050
0.156 0.224 -0.226
-0.276 -0.101 -0.008
0.033 0.037 0.265
-0.250 -0.367 -0.062
-0.274 0.092 -0.242
0.012 0.193 0.045
-0.134 0.275 -0.048
0.562 -0.085 -0.003
0.117 -0.030 0.281
-0.175 0.170 0.176
0.004 -0.448 -0.208

> Which value of energy relative to the best compared isomer or geometry (same formula, charge and spin) does entry 3 give?

6.81 kcal per mole

> What is the formula in the third record?

C26H40BrNOP2Pt

> Which value of spin multiplicity does entry 2 give?

1